75
Properties=species:S:1:pos:R:3:forces:R:3 method="wB97M-V/def2-TZVPD" spin_multiplicity=3 charge=+1 homo_ha="-0.36417 / -0.39256" de_lowest_kcal_mol=17.47
W 0.904293 -0.794199 0.615749 -0.540 1.071 0.182
C 2.899354 3.644695 3.019636 0.000 -0.009 0.011
S 2.162686 2.434387 4.135321 0.068 0.072 0.032
C 1.805299 1.121069 3.061439 0.057 0.219 -0.117
S 2.165013 1.202649 1.389627 -0.469 -0.673 -0.230
N 1.252874 0.088601 3.616162 -0.147 0.142 0.112
N 0.956357 -0.884943 2.728737 -0.438 -0.035 -0.375
C 0.520094 -1.989939 3.286873 -0.030 -0.340 0.236
C 0.517361 -3.141508 2.459130 -0.096 -0.045 0.116
C 0.199258 -4.431329 2.878440 -0.085 -0.184 0.229
C 0.453629 -5.491523 2.037893 -0.085 -0.123 0.106
C 1.019272 -5.246279 0.786957 0.014 -0.102 -0.057
C 1.247707 -3.945401 0.411296 -0.092 0.190 -0.094
N 0.977679 -2.900579 1.214005 0.296 -0.345 -0.262
H 3.178326 4.483674 3.656444 -0.019 -0.025 -0.039
H 2.178977 3.972563 2.270412 0.040 -0.004 0.021
H 3.792406 3.241067 2.545168 -0.029 0.057 0.027
H 0.326459 -1.999076 4.349012 0.037 -0.078 0.057
H -0.203690 -4.575100 3.874231 0.046 -0.033 -0.077
H 0.234547 -6.507424 2.348543 0.032 0.112 0.005
H 1.282546 -6.053404 0.115131 -0.035 0.066 0.048
H 1.650134 -3.709894 -0.562416 0.033 0.022 -0.034
C -3.109002 1.258231 0.332171 -0.039 0.121 0.047
C -2.032049 1.974719 1.149249 0.110 -0.083 -0.026
C -1.486004 1.067046 2.244386 -0.225 0.267 0.018
C -0.919571 2.653827 0.342401 -0.067 -0.040 0.067
C -0.833884 4.033275 0.532101 -0.053 0.024 -0.035
C 0.080928 4.805968 -0.155929 0.031 -0.013 -0.024
C 0.914189 4.189498 -1.069510 0.040 -0.005 -0.017
C 0.902502 2.808579 -1.286532 0.151 0.079 0.015
C 1.963987 2.328307 -2.291131 -0.173 -0.185 0.070
C 3.194547 1.746313 -1.597311 0.088 0.208 -0.126
C 1.513017 1.399332 -3.424173 0.033 -0.049 0.050
C -0.000867 2.032407 -0.530099 -0.061 -0.257 -0.087
N -0.001244 0.569842 -0.672553 0.073 0.189 0.013
C -0.717400 0.134366 -1.818198 0.010 0.244 0.386
C -1.587888 0.931424 -2.563274 -0.174 0.140 -0.001
C -2.230338 0.436795 -3.689614 -0.032 0.080 -0.019
C -2.020905 -0.863184 -4.128902 -0.059 0.009 -0.078
C -1.145191 -1.673782 -3.422004 -0.107 -0.036 -0.207
C -0.545910 -1.142516 -2.312001 -0.276 0.079 -0.131
F 0.331040 -1.924821 -1.621570 0.534 -0.630 0.424
H -3.958482 1.033851 0.986070 0.062 0.009 -0.047
H -2.746298 0.324531 -0.084100 0.083 -0.099 -0.122
H -3.477184 1.880589 -0.484499 0.009 -0.013 0.022
H -2.544970 2.792086 1.652164 -0.023 0.127 0.045
H -0.966561 0.247484 1.771646 -0.021 -0.174 0.159
H -2.291422 0.633380 2.846842 0.043 0.055 -0.054
H -0.802410 1.594248 2.905261 -0.008 0.042 0.030
H -1.521479 4.508862 1.225552 0.064 -0.052 -0.069
H 0.129722 5.878699 0.000115 -0.012 -0.107 -0.022
H 1.613526 4.795065 -1.636924 -0.035 -0.050 0.033
H 2.298193 3.243440 -2.774059 -0.025 0.141 -0.081
H 2.925397 0.851166 -1.053221 0.036 -0.046 0.017
H 3.637368 2.457243 -0.896043 -0.027 -0.033 -0.031
H 3.951982 1.475569 -2.339914 -0.075 0.033 0.052
H 1.464401 0.353394 -3.107476 0.027 0.163 -0.061
H 2.247146 1.455407 -4.231100 -0.003 -0.039 0.052
H 0.545890 1.687525 -3.835504 0.057 0.012 -0.009
H -1.745026 1.958766 -2.260582 -0.020 -0.055 -0.030
H -2.896817 1.088648 -4.243157 0.048 -0.040 0.063
H -2.517968 -1.240141 -5.014855 0.048 0.052 0.078
H -0.911870 -2.683442 -3.742721 0.011 0.082 0.064
C -3.390308 -2.389848 1.120881 -0.125 -0.096 -0.055
C -2.095821 -2.511205 0.376671 -0.447 0.127 0.317
N -1.940415 -3.549494 -0.432123 0.084 -0.117 -0.052
O -1.240947 -1.627286 0.527910 0.727 0.323 0.056
H -4.004639 -3.286780 1.046909 0.024 0.058 0.019
H -3.940094 -1.543278 0.703812 0.028 -0.044 0.026
H -3.182751 -2.164769 2.165410 0.019 0.003 -0.005
H -2.667499 -4.234906 -0.534440 -0.033 0.006 -0.017
H -1.110463 -3.639775 -0.989695 0.155 0.023 -0.112
O 3.230783 -1.670433 -2.592453 -0.288 0.089 0.116
S 3.564379 -1.720469 -1.180085 0.331 -0.011 0.280
N 2.554098 -1.281860 -0.151589 0.923 -0.467 -0.900